# 1
DFT (wB97M-V/def2-TZVPD) results for a 2-piece molecular cluster, C3H7FO overall.

As for the SMILES: C=C(C)F.O. The LUMO energy is 0.0318 Eh. The spin multiplicity is 1. The relative energy (zero: lowest compared OMol25 entry of this formula, charge and spin) is 3.8 kcal per mole. For the orbital gap, the calculation gives 10.74 eV. The calculation puts the HOMO energy at -9.88 eV.

Element x y z (Å)
F -1.270 -0.204 0.952
O -1.489 -0.027 -2.415
C 0.567 1.228 0.527
C 0.771 -1.271 0.891
C 0.084 -0.149 0.801
H 1.631 1.217 0.321
H 0.031 1.642 -0.328
H 0.286 -2.208 1.095
H -2.087 -0.221 -1.689
H -0.728 -0.600 -2.312
H 1.835 -1.275 0.770
H 0.368 1.868 1.386

# 2
DFT (wB97M-V/def2-TZVPD) results for a 3-piece molecular cluster, C4H7NO overall at a distorted geometry.

The LUMO energy (alpha / beta) is -0.0556 / -0.0440 Eh. The spin multiplicity is 1. The relative energy (zero: lowest compared OMol25 entry of this formula, charge and spin) is 227.7 kcal per mole. For the orbital gap (alpha / beta), the calculation gives 7.40 / 7.81 eV. The calculation puts the HOMO energy (alpha / beta) at -8.91 / -9.00 eV.

Element x y z (Å)
O -1.124 -0.285 0.480
N 1.132 -0.352 -2.532
C -1.632 0.040 -0.675
C -0.035 -1.026 0.664
C 0.666 0.240 -1.671
C 1.151 1.036 0.860
H 0.190 1.210 1.374
H -2.602 0.497 -0.747
H 1.800 0.572 1.606
H 0.678 -1.329 -0.090
H -1.515 -0.868 -1.276
H -0.179 -1.768 1.423
H 1.470 2.036 0.586

# 3
DFT (wB97M-V/def2-TZVPD) results for a 2-piece molecular cluster, C4H8N4S overall at a distorted geometry.

The LUMO energy is 0.0199 Eh. The spin multiplicity is 1. The relative energy (zero: lowest compared OMol25 entry of this formula, charge and spin) is 38.0 kcal per mole. For the orbital gap, the calculation gives 9.35 eV. The calculation puts the HOMO energy at -8.81 eV.

Element x y z (Å)
S 3.035 -0.136 -0.429
N 1.114 1.523 0.030
N 1.439 0.509 -0.465
N -0.356 -1.266 1.195
N 0.743 2.492 0.439
C 2.733 -1.813 0.284
C -1.713 0.155 -0.548
C -0.954 -0.635 0.436
C -2.541 1.299 0.012
H -0.838 0.309 -1.300
H -1.962 2.038 0.438
H -3.125 1.073 0.869
H 2.425 -1.831 1.288
H -2.381 -0.628 -1.210
H -3.056 1.623 -0.868
H 1.841 -2.393 -0.233
H 3.595 -2.318 0.062

# 4
DFT (wB97M-V/def2-TZVPD) results for C31H33ClN2O2Si2Tm as an isolated structure at a distorted geometry.

The LUMO energy (alpha / beta) is -0.1067 / -0.1057 Eh. As for the expectation value of S²: 2.00. The spin multiplicity is 3. The relative energy (zero: lowest compared OMol25 entry of this formula, charge and spin) is 0.0 kcal per mole. For the orbital gap (alpha / beta), the calculation gives 7.09 / 7.12 eV. Its charge is +1. The calculation puts the HOMO energy (alpha / beta) at -9.99 / -9.99 eV.

Element x y z (Å)
Tm 0.008 0.342 -0.349
Cl -0.819 1.839 -2.115
Si 3.561 2.903 -5.760
Si 1.452 2.865 -4.434
O -1.949 -0.502 0.202
O -3.994 -0.171 1.142
N -2.404 1.367 1.470
N -1.106 1.906 1.151
C 0.481 -1.441 -6.005
C 2.259 1.758 -9.501
C 6.095 6.142 -6.337
C 0.841 -1.284 1.318
C 2.202 3.445 -1.751
C 4.509 4.495 -5.503
C 3.662 1.862 -2.828
C 1.145 0.029 1.808
C 0.933 1.142 -4.984
C 1.436 2.826 -9.877
C 4.206 5.355 -4.431
C -4.430 -1.403 0.471
C 1.428 4.008 -9.121
C 5.499 4.880 -6.425
C 1.044 -1.274 -4.735
C 2.197 4.093 -7.955
C 3.014 1.834 -8.328
C 3.090 3.529 -0.677
C 1.591 -1.490 0.120
C 2.916 2.969 -7.508
C 1.270 0.009 -4.228
C 4.777 6.629 -4.367
C 2.490 2.644 -2.865
C -2.753 0.193 0.903
C 0.299 0.972 -6.228
C 0.097 -0.310 -6.743
C 2.076 0.630 0.908
C 4.297 2.826 -0.696
C 4.578 1.990 -1.776
C 2.359 -0.309 -0.129
C 5.720 7.027 -5.320
H 6.864 6.431 -7.056
H 1.295 -2.141 -4.117
H 4.498 7.304 -3.555
H 5.010 2.910 0.130
H 5.513 1.424 -1.806
H 2.836 4.153 0.182
H 0.798 2.742 -10.761
H 0.809 4.854 -9.428
H -3.921 -2.268 0.910
H -5.498 -1.433 0.680
H 0.243 -2.029 1.844
H -0.580 2.015 2.026
H 5.809 4.190 -7.216
H -0.006 1.850 -6.809
H 3.113 -0.186 -0.903
H 0.230 3.594 -4.084
H 0.316 -2.445 -6.409
H 3.922 1.181 -3.650
H 1.267 4.008 -1.731
H 1.720 0.127 -3.236
H 6.176 8.016 -5.257
H 3.517 5.026 -3.646
H 0.851 0.430 2.779
H 2.570 1.588 1.052
H 1.651 -2.418 -0.452
H -0.382 -0.428 -7.716
H 4.481 1.752 -5.702
H 3.660 1.003 -8.038
H -1.211 2.858 0.769
H 2.294 0.852 -10.112
H -4.245 -1.339 -0.609
H -3.145 1.971 1.815
H 2.208 5.025 -7.381

# 5
DFT (wB97M-V/def2-TZVPD) results for a 2-piece molecular cluster, C4H4O2 overall.

As for the SMILES: C=C=C.O=C=O. The LUMO energy is 0.0221 Eh. The spin multiplicity is 1. The relative energy (zero: lowest compared OMol25 entry of this formula, charge and spin) is 17.9 kcal per mole. For the orbital gap, the calculation gives 10.40 eV. The calculation puts the HOMO energy at -9.80 eV.

Element x y z (Å)
O -2.000 -1.214 1.516
O -1.710 0.749 0.296
C 1.075 -1.057 0.108
C -1.844 -0.233 0.903
C 1.016 0.105 -0.483
C 0.622 1.263 -0.935
H 0.066 1.334 -1.865
H 0.174 -1.355 0.634
H 1.904 -1.751 0.149
H 0.696 2.158 -0.323

# 6
DFT (wB97M-V/def2-TZVPD) results for a 3-piece molecular cluster, C24H44F3IN5O8 overall at a distorted geometry.

The LUMO energy is -0.0776 Eh. The spin multiplicity is 1. For the orbital gap, the calculation gives 9.06 eV. Its charge is +1. The calculation puts the HOMO energy at -11.18 eV.

Element x y z (Å)
I 2.477 6.664 -2.591
F 4.680 4.662 -0.011
F 5.297 3.690 2.078
F 3.710 5.471 2.017
O -5.017 0.795 0.737
O -4.936 -1.418 0.162
O -1.459 1.290 -0.264
O 0.292 -4.680 -0.633
O 1.153 -3.514 1.092
O 0.274 -2.392 -0.699
O -6.935 -0.430 0.488
O 3.113 3.181 1.237
N 3.390 0.289 -1.031
N -1.507 -1.393 1.893
N 0.902 1.532 -0.849
N -2.661 0.449 3.069
N -0.044 0.429 2.990
C -5.579 -0.256 0.484
C -2.520 0.794 -1.163
C 0.215 -6.910 0.290
C -1.351 -0.236 2.623
C -7.182 -1.702 -0.089
C 1.054 -4.866 1.503
C 2.024 3.494 0.302
C 2.820 4.245 -4.548
C 0.549 -3.435 -0.132
C -8.410 -2.341 0.527
C 1.597 3.627 -2.293
C 4.128 4.245 1.298
C 2.569 -0.711 1.309
C 2.350 -0.524 -1.721
C 3.399 1.748 -1.350
C 0.975 -5.602 0.200
C 2.489 -0.033 2.835
C 3.729 -0.089 0.361
C -0.501 2.141 -1.040
C 2.017 2.575 -1.075
C 2.850 4.487 -2.902
C 0.972 0.360 -1.800
C -5.912 -2.444 0.203
C 1.016 -0.552 3.437
H 3.183 3.146 -4.821
H 1.112 2.987 -3.160
H 4.610 -0.894 0.315
H 4.208 0.832 0.951
H -0.808 2.147 -2.170
H 3.892 4.274 -2.416
H 3.367 5.084 -5.154
H 0.241 -7.428 -0.675
H -8.368 -2.304 1.621
H -2.543 -1.590 1.821
H 2.454 1.146 2.746
H -0.602 3.218 -0.596
H 0.643 -7.569 1.050
H -9.309 -1.790 0.232
H 1.972 -5.771 -0.225
H 0.869 -1.653 3.012
H 1.017 3.426 0.917
H 0.159 -4.977 2.125
H -0.842 -6.737 0.521
H 2.120 4.623 -0.037
H 1.663 4.260 -4.843
H -7.326 -1.565 -1.168
H -5.698 -3.209 -0.549
H 0.927 0.820 -2.898
H -3.225 1.644 -1.585
H 1.477 -0.688 0.904
H -2.088 0.224 -2.092
H -3.291 0.419 2.212
H -3.156 -0.010 -0.553
H -5.892 -2.905 1.197
H 4.366 2.219 -0.835
H 0.020 -0.319 -1.695
H 2.197 -1.627 -1.300
H 1.932 -5.154 2.089
H 1.060 -0.689 4.621
H 0.300 1.081 2.247
H 3.618 1.839 -2.521
H -8.520 -3.382 0.210
H -2.383 1.475 3.117
H 0.959 1.292 0.165
H 3.323 -0.428 3.555
H 2.829 -1.860 1.503
H 0.793 4.435 -1.936
H 2.712 -0.683 -2.848

Record-wise DFT total energy values, in Eh: -293.58773, -286.26879, -774.28865, -3585.32744, -305.25087, -2413.35479